1.
This record from the Open Molecules 2025 dataset describes a 7-piece molecular cluster, C7H24O7 overall at a distorted geometry. The level of theory is ωB97M-V with the def2-TZVPD basis set.

```
38
C7H24O7, DFT ωB97M-V with the def2-TZVPD basis set
O 2.66170 -2.06518 1.45870
C 1.99395 -2.60184 0.61737
C 1.45757 -1.82199 -0.57185
C 0.90017 -0.46567 -0.14151
C 0.65120 0.37946 -1.33550
C -0.68033 0.72888 -1.61535
C -1.00495 1.31571 -2.92224
C 1.81529 0.70006 -2.13662
H 1.60937 -3.63034 0.69217
H 2.32955 -1.70434 -1.18883
H 0.81566 -2.39600 -1.23850
H 1.66366 -0.00507 0.48797
H 0.02204 -0.66946 0.46699
H -1.53629 0.54339 -0.98595
H -0.60154 0.55455 -3.60990
H -2.04328 1.44495 -3.14751
H -0.33248 2.14047 -3.15803
H 1.74022 1.56372 -2.80469
H 2.77187 0.71566 -1.61413
H 2.05486 -0.01704 -2.94928
H 2.79477 1.32270 2.94878
H 1.90999 0.11585 2.78694
O 1.93759 1.05215 2.57162
H -0.58581 3.05128 0.91244
H 0.08500 1.76510 1.77626
O -0.66573 2.30464 1.50510
H -1.93282 0.78235 1.41136
H -1.15519 -0.37751 1.99648
O -1.96596 0.13999 2.13229
H -1.96251 -3.03905 0.08101
H -1.82892 -1.69335 -0.66641
O -1.70107 -2.64030 -0.75963
H -2.16440 -1.70369 3.51712
H -0.70311 -2.34635 3.63046
O -1.51930 -2.32391 3.13287
H -2.83712 3.28752 -0.00220
H -1.87797 2.33299 -0.64605
O -2.11565 3.25965 -0.63176
```

Calculated values
- energy (eV) = -21970.9013
- spin multiplicity = 2
- E_HOMO (spin up / spin down) (eV) = -13.7 / -13.7
- charge = +1
- ΔE to the lowest compared entry with this formula, charge and spin (kJ/mol) = 195.3
- ⟨S²⟩ = 0.752

Mulliken atomic charge list, values in e, 2 entries: -0.45, -0.19

2.
This record from the Open Molecules 2025 dataset describes a 5-piece molecular cluster, C7H25NO4 overall at a distorted geometry. The level of theory is ωB97M-V with the def2-TZVPD basis set.

```
37
C7H25NO4, DFT ωB97M-V with the def2-TZVPD basis set
C -0.78478 -1.93258 -2.72430
C 0.45557 -0.95096 -2.38771
C 0.15105 0.55539 -1.92765
N -0.33246 0.56558 -0.51517
C -0.01577 1.58888 0.42332
C -0.73300 3.00557 0.12056
C -0.29621 0.96691 1.91527
C -0.22128 1.87255 3.10506
H -1.16823 -1.51592 -3.66121
H -0.37006 -2.89032 -2.81386
H -1.33010 -1.88793 -1.75634
H 0.87150 -1.57305 -1.60713
H 1.02143 -0.83536 -3.21231
H -0.59856 1.10791 -2.56156
H 1.15662 1.06537 -1.89093
H -1.26779 0.35037 -0.51990
H 1.09244 1.84307 0.28296
H -0.69362 3.63725 0.86682
H -1.83639 3.08690 -0.16570
H -0.25264 3.47239 -0.79924
H 0.53242 0.18171 1.97471
H -1.25547 0.50378 1.80719
H -1.08530 1.85104 3.70404
H -0.08170 2.90060 2.92165
H 0.65991 1.72791 3.74834
O 1.88269 -1.50128 0.04736
H 0.88407 -1.54524 0.07550
H 2.23219 -2.19085 0.63490
O 2.93966 0.60240 -0.71909
H 3.70625 0.38504 -0.20997
H 2.35067 -0.07251 -0.52332
O -0.14523 -3.20029 0.01661
H -1.04480 -3.15167 -0.22616
H 0.32071 -3.03077 -0.79062
O -3.06719 -0.52088 2.13019
H -2.52519 -1.18992 2.60045
H -3.20399 0.13702 2.78006
```

Calculated values
- energy (eV) = -17341.8034
- spin multiplicity = 1
- E_HOMO (eV) = -8.3
- SMILES = CCCN[C@@H](C)CC.O.O.O.O
- charge = 0
- ΔE to the lowest compared entry with this formula, charge and spin (kJ/mol) = 338.5

Mulliken atomic charge list, values in e, 2 entries: -1.42, -0.02

3.
This record from the Open Molecules 2025 dataset describes a 6-piece molecular cluster, C7H26N4O6 overall at a distorted geometry. The level of theory is ωB97M-V with the def2-TZVPD basis set.

```
43
C7H26N4O6, DFT ωB97M-V with the def2-TZVPD basis set
N -2.11612 -2.74814 -1.17621
C -1.74412 -3.56714 -0.25621
N -1.00212 -2.92014 0.59679
O -2.07912 -4.85514 -0.10821
H -2.76412 -3.02314 -1.92321
H -1.85812 -1.76814 -1.14721
H -0.74312 -3.50614 1.37479
H -0.61412 -1.93414 0.59679
N 0.54388 3.77486 -1.42421
C 0.89788 3.74786 -0.17321
N 1.44488 2.58686 0.21179
O 0.92588 4.83386 0.63779
H 0.19788 4.61686 -1.80421
H 0.66988 3.02586 -2.17921
H 1.80788 2.46486 1.16279
H 1.34588 1.76686 -0.31021
C 2.66688 -0.56814 -0.55321
C 1.40488 -0.81714 -1.36321
O 1.10388 0.50786 -1.81621
H 2.40488 0.06286 0.30679
H 3.45988 -0.15814 -1.11121
H 2.88388 -1.49014 -0.09021
H 0.55688 -1.25114 -0.90221
H 1.74688 -1.45814 -2.21921
H 0.64788 0.38286 -2.68121
C -1.38212 0.16586 1.44679
O -0.24812 0.31586 0.62979
H -2.24512 -0.07214 0.78579
H -1.52112 1.08886 2.06379
H -1.28412 -0.55514 2.25679
H -0.47412 0.91686 -0.10021
C 1.34888 -1.25814 3.19579
O 2.13288 -0.63314 4.14079
H 1.43188 -0.86514 2.21779
H 0.28188 -1.24614 3.45879
H 1.61088 -2.27314 3.07579
H 2.10588 -1.21514 4.97879
C -2.30312 1.58186 -1.82321
O -2.10012 0.21986 -2.00121
H -2.45212 1.86086 -0.72221
H -3.30412 1.89786 -2.20221
H -1.53112 2.28486 -2.19321
H -1.85612 0.07886 -2.85721
```

Calculated values
- energy (eV) = -25923.7799
- spin multiplicity = 1
- E_HOMO (eV) = -9.2
- SMILES = NC(N)=O.NC(N)=O.CCO.CO.CO.CO
- charge = 0
- ΔE to the lowest compared entry with this formula, charge and spin (kJ/mol) = 78.1

Mulliken atomic charge list, values in e, 2 entries: -0.19, 0.49